The following is a DFT calculation (the ωB97M-V functional and the def2-TZVPD basis) of a cluster of 9 separate species, C26H74NO8PS8 in total.

Last column: Mulliken charge in e.
Geometry (Å):
1 C -3.24164 2.88151 -1.96483  -0.70
2 C -2.45721 1.44129 -1.99212  -0.24
3 C -0.81382 1.55568 -2.06320  0.29
4 C -0.28774 0.04720 -2.55734  -0.88
5 P 1.53553 -0.30872 -2.11514  0.63
6 C 1.22767 -0.30109 -0.23073  -0.15
7 C 0.01393 -1.27724 0.28195  -0.73
8 C 3.43240 -0.56622 -1.83699  -1.06
9 C 4.27994 -0.20095 -3.23184  -0.38
10 C 5.56414 -1.21768 -3.30771  -0.14
11 C 5.91790 -1.65833 -4.88183  -0.42
12 N 7.19534 -2.51526 -4.75981  -0.50
13 H -2.90704 3.46261 -0.99873  0.09
14 H -4.41371 2.69376 -1.83978  0.19
15 H -3.06698 3.51977 -2.94675  0.25
16 H -2.81894 0.87316 -2.97743  0.19
17 H -2.80063 0.75144 -1.09124  0.12
18 H -0.56465 2.29363 -2.96176  0.30
19 H -0.30650 1.90979 -1.06936  -0.37
20 H -1.04648 -0.81003 -2.25560  0.23
21 H -0.33932 0.09650 -3.74908  0.49
22 H 1.48038 -1.44684 -2.99621  -0.30
23 H 1.88799 0.98079 -2.72187  -0.05
24 H 2.22462 -0.71055 0.28265  0.42
25 H 1.08422 0.79961 0.20326  -0.14
26 H -1.00787 -0.71490 0.03291  0.07
27 H 0.02310 -1.48553 1.45453  0.31
28 H 0.00364 -2.34084 -0.23091  0.22
29 H 3.87770 0.18248 -1.02089  0.29
30 H 3.64761 -1.65144 -1.44649  0.39
31 H 3.58810 -0.21267 -4.19069  0.31
32 H 4.72399 0.90474 -3.18090  0.26
33 H 5.36361 -2.20377 -2.70831  0.21
34 H 6.52420 -0.69779 -2.83479  0.02
35 H 4.99663 -2.30633 -5.23069  0.23
36 H 6.12032 -0.71860 -5.56278  0.22
37 H 7.96217 -1.80008 -4.70069  0.17
38 H 7.25811 -3.08729 -5.63039  0.22
39 C -7.46607 -1.01725 -2.79012  -0.91
40 S -6.45235 0.36482 -3.36935  0.47
41 O -5.30555 0.51418 -2.41408  -0.54
42 C -7.65846 1.65485 -2.97727  -1.04
43 H -6.89278 -1.94034 -2.90453  0.34
44 H -7.72140 -0.87782 -1.73714  0.21
45 H -8.37559 -1.08020 -3.39207  0.40
46 H -7.90183 1.62780 -1.91268  0.30
47 H -8.56164 1.50339 -3.57301  0.44
48 H -7.22154 2.62543 -3.22428  0.32
49 C -0.00627 3.60112 3.37002  -0.99
50 S 0.29495 3.33310 1.60630  0.66
51 O 1.74429 3.62036 1.34772  -0.67
52 C -0.65325 4.76504 1.03788  -1.09
53 H 0.52952 2.83410 3.93434  0.31
54 H 0.35719 4.58805 3.66542  0.34
55 H -1.07628 3.51821 3.57427  0.33
56 H -0.24952 5.67943 1.47858  0.42
57 H -1.70185 4.64360 1.31940  0.35
58 H -0.57597 4.82290 -0.05053  0.33
59 C -3.91902 1.95852 7.28933  -0.89
60 S -2.20752 2.33990 6.84370  0.47
61 O -2.21410 3.64580 6.10575  -0.62
62 C -2.03893 1.02210 5.61586  -0.92
63 H -4.25636 2.68882 8.02873  0.36
64 H -4.55746 2.01747 6.40484  0.29
65 H -3.96883 0.95683 7.72252  0.40
66 H -2.79448 1.13936 4.83567  0.29
67 H -2.15104 0.05140 6.10447  0.42
68 H -1.04390 1.08876 5.16927  0.27
69 C -7.65416 0.32989 9.90207  -0.95
70 S -7.35295 0.06188 8.13835  0.41
71 O -5.90360 0.34914 7.87977  -0.57
72 C -8.30114 1.49382 7.56993  -0.93
73 H -7.11837 -0.43713 10.46639  0.32
74 H -7.29070 1.31683 10.19747  0.30
75 H -8.72417 0.24699 10.10632  0.38
76 H -7.89741 2.40820 8.01063  0.30
77 H -9.34974 1.37238 7.85145  0.38
78 H -8.22386 1.55168 6.48152  0.31
79 C -1.20832 -4.79694 -4.87552  -1.06
80 S -0.66091 -3.11745 -4.48447  0.65
81 O -1.47640 -2.17235 -5.31619  -0.65
82 C 0.96377 -3.26667 -5.26599  -1.02
83 H -2.23028 -4.92305 -4.51010  0.33
84 H -1.18831 -4.95433 -5.95636  0.33
85 H -0.55565 -5.51852 -4.37866  0.35
86 H 0.84847 -3.51942 -6.32246  0.51
87 H 1.54451 -4.03897 -4.75621  0.36
88 H 1.48114 -2.30833 -5.17731  0.19
89 C -10.92124 -3.38007 -0.04979  -0.92
90 S -10.05621 -2.16236 0.97108  0.45
91 O -9.55616 -1.08237 0.05809  -0.56
92 C -8.65047 -3.22665 1.37576  -0.90
93 H -11.82737 -2.91791 -0.44877  0.32
94 H -10.28160 -3.69607 -0.87708  0.29
95 H -11.19539 -4.24167 0.56341  0.36
96 H -8.15233 -3.55222 0.45970  0.28
97 H -8.99983 -4.09337 1.94174  0.37
98 H -7.94732 -2.65579 1.98703  0.32
99 C 10.35972 -3.32900 -2.40067  -0.92
100 S 10.82281 -1.84643 -3.32846  0.45
101 O 12.31287 -1.86867 -3.49938  -0.64
102 C 10.44472 -0.67437 -2.00333  -0.95
103 H 10.55020 -4.20405 -3.02665  0.32
104 H 10.95587 -3.40007 -1.48801  0.36
105 H 9.29659 -3.28710 -2.15263  0.30
106 H 11.03553 -0.91083 -1.11545  0.28
107 H 9.37876 -0.72041 -1.76842  0.38
108 H 10.69544 0.33186 -2.34769  0.40
109 C 9.96656 2.57319 1.79606  -1.02
110 S 10.98499 1.38061 0.89394  0.65
111 O 11.30548 0.25797 1.83572  -0.63
112 C 12.45093 2.43506 0.78563  -0.99
113 H 8.99966 2.11188 2.01086  0.31
114 H 10.45398 2.84617 2.73484  0.33
115 H 9.81345 3.46224 1.17988  0.35
116 H 12.78355 2.71666 1.78731  0.34
117 H 12.21554 3.32872 0.20293  0.36
118 H 13.24467 1.87589 0.28437  0.31

LUMO energy (eV): 0.135
Net charge: 0
Calculated total energy (Eh): -5218.022549
Highest occupied orbital energy (eV): -7.44
Frontier orbital gap (hartree): 0.2784



The following is a DFT calculation (the ωB97M-V functional and the def2-TZVPD basis) of a cluster of 2 separate species, C3H12N2O in total.

Last column: Mulliken charge in e.
Geometry (Å):
1 N -1.35111 0.45261 -1.96110  -0.58
2 C -0.79924 1.07759 -0.73729  -0.51
3 C 0.28711 0.20721 -0.12350  -0.38
4 C 1.33042 1.03075 0.66430  -0.55
5 N 2.06572 0.16779 1.60524  -0.56
6 H -0.62232 -0.07270 -2.42853  0.22
7 H -1.65902 1.20449 -2.56518  0.24
8 H -0.37901 2.03584 -1.05357  0.37
9 H -1.65206 1.21809 -0.06701  0.25
10 H 0.77188 -0.21960 -0.99942  0.22
11 H -0.10467 -0.60162 0.48886  0.33
12 H 2.04080 1.41126 -0.06483  0.24
13 H 0.77717 1.74588 1.26071  0.32
14 H 1.90084 -0.81652 1.45911  0.22
15 H 1.99547 0.45505 2.56265  0.21
16 H -1.77921 -3.12065 0.90482  0.30
17 H -1.78210 -1.97187 -0.07571  0.31
18 O -1.19754 -2.44863 0.52824  -0.66

Energy relative to the best compared isomer or geometry (same formula, charge and spin) (kJ/mol): 55.1
LUMO energy (eV): 0.910
Net charge: 0
Calculated total energy (Eh): -306.222946
Highest occupied orbital energy (eV): -8.75
Frontier orbital gap (hartree): 0.3551



The following is a DFT calculation (the ωB97M-V functional and the def2-TZVPD basis) of an isolated molecule of C3H4N4.

Last column: Mulliken charge in e.
Geometry (Å):
1 N 1.85008 -0.13515 -0.69924  -0.45
2 C 0.53991 -0.14664 -0.30969  0.70
3 C 0.06750 0.80861 0.66043  -0.10
4 N -1.17489 0.86204 1.02315  -0.55
5 C -1.98043 -0.16488 0.29246  0.01
6 N -1.55813 -1.02205 -0.56296  -0.37
7 N -0.24874 -1.03194 -0.88184  -0.43
8 H 2.53656 0.26403 -0.07946  0.21
9 H 2.15053 -0.93964 -1.23212  0.27
10 H 0.77964 1.50789 1.10445  0.32
11 H -2.96202 -0.00228 0.68483  0.40

Energy relative to the best compared isomer or geometry (same formula, charge and spin) (kJ/mol): 199.6
LUMO energy (eV): 0.239
Net charge: 0
Calculated total energy (Eh): -335.697299
Highest occupied orbital energy (eV): -9.34
Frontier orbital gap (hartree): 0.3521



Number 1: strongest force on any atom 2.7 eV/A. Number 2: strongest force on any atom 2.0 eV/A. Number 3: strongest force on any atom 4.3 eV/A.